1.
DFT (ωB97M-V/def2-TZVPD) results for C8H14O2 in the gas phase in a non-equilibrium geometry.

## Properties
Multiplicity = 1
Lowest unoccupied orbital energy = 0.6 eV
Energy above the lowest of the compared OMol25 structures with the same formula, charge and spin = 73.04 kcal per mole
Structure (SMILES) = C=C(C)C[C@@](C)(O)C(=C)O
HOMO level = -8.531 eV
Charge = 0

Element x y z (Å)
C (1.60435, 0.02507, -0.15188)
C (2.78356, -0.40462, 0.57868)
C (1.58974, 1.12678, -0.82238)
C (0.49916, -1.09742, -0.16941)
C (-1.22186, 0.92601, 0.33579)
C (-1.01572, -0.50511, -0.07511)
C (-0.72599, 1.32010, 1.46919)
C (-1.93594, -0.83518, -1.30375)
O (-1.97493, 1.58353, -0.49132)
O (-1.62210, -1.49148, 0.95051)
H (2.68258, -1.13110, 1.44526)
H (3.59532, -0.93001, -0.08199)
H (2.40370, 1.80157, -0.48337)
H (0.71964, 1.53466, -1.31212)
H (0.66617, -1.79280, -0.98319)
H (0.67011, -1.60725, 0.71492)
H (-0.23522, 0.55414, 2.10697)
H (-0.61324, 2.35088, 1.77304)
H (3.32752, 0.41426, 1.03994)
H (-3.05409, -0.65365, -1.25236)
H (-1.75122, -1.92340, -1.52915)
H (-1.60814, -0.38586, -2.30172)
H (-2.19071, 2.51464, -0.31852)
H (-2.59269, -1.39376, 0.86197)

2.
DFT (ωB97M-V/def2-TZVPD) results for 2 unconnected molecules or ions with the total composition C8H14O2 in a non-equilibrium geometry.

## Properties
Multiplicity = 1
Lowest unoccupied orbital energy (alpha / beta) = 0.7 / 0.6 eV
Energy above the lowest of the compared OMol25 structures with the same formula, charge and spin = 138.95 kcal per mole
HOMO level (alpha / beta) = -7.363 / -7.372 eV
Charge = 0

Element x y z (Å)
C (2.41612, 1.63718, 1.19503)
C (2.34857, 0.36348, 0.83084)
C (-0.44713, -0.42342, 0.73926)
C (-1.88310, -0.11611, 0.19315)
C (-3.01462, -0.87659, 0.80158)
C (2.04717, -1.16758, -1.11451)
C (-1.92865, 0.41682, -1.21321)
C (1.62333, 0.10380, -0.47795)
O (-1.09158, 0.57372, 1.27107)
O (-1.34887, 1.71990, -1.19959)
H (2.91837, 2.07613, 2.05052)
H (1.98417, 2.38372, 0.54195)
H (2.97603, -0.40507, 1.22053)
H (0.03137, -1.22910, 1.31961)
H (-2.75413, -1.11766, 1.87092)
H (-3.12617, -1.80590, 0.28059)
H (-3.89888, -0.30104, 0.91290)
H (1.43572, -1.43888, -1.98637)
H (3.17897, -1.19346, -1.41290)
H (1.94338, -2.02223, -0.42015)
H (-2.95703, 0.44809, -1.54570)
H (-1.49285, -0.23558, -1.96318)
H (1.46937, 0.92471, -1.13126)
H (-0.42956, 1.68504, -0.76311)

3.
DFT (ωB97M-V/def2-TZVPD) results for a molecular structure, C8H14O2Si in a non-equilibrium geometry.

## Properties
Multiplicity = 1
Lowest unoccupied orbital energy = 0.4 eV
Energy above the lowest of the compared OMol25 structures with the same formula, charge and spin = 126.53 kcal per mole
HOMO level = -8.617 eV
Charge = 0

Element x y z (Å)
C (-2.44949, -1.05486, 1.40970)
C (-1.20160, -1.06139, 1.79488)
C (1.44876, -1.66749, -0.19171)
C (-0.39756, 0.28335, -1.69321)
C (1.07437, -3.11389, -0.28986)
C (0.49550, 1.21125, -2.43100)
C (-0.25474, 2.60157, 0.85243)
C (0.66880, 1.42535, 0.93686)
O (2.60953, -1.33626, -0.32698)
O (-1.54918, 0.03766, -2.00076)
Si (0.26116, -0.20359, 0.09761)
H (-3.27172, -1.35066, 1.94050)
H (-2.79475, -0.59486, 0.55197)
H (-0.81433, -1.25559, 2.83872)
H (0.33400, -3.39954, 0.62464)
H (0.45298, -3.14090, -1.12799)
H (2.00904, -3.64269, -0.21753)
H (0.38056, 2.16827, -1.93334)
H (1.52972, 0.84223, -2.39194)
H (0.26410, 1.18852, -3.42400)
H (-0.51905, 2.86719, -0.15437)
H (-1.12445, 2.61103, 1.32471)
H (0.25820, 3.47981, 1.25569)
H (0.94490, 1.33320, 1.98448)
H (1.64525, 1.77231, 0.57048)

4.
DFT (ωB97M-V/def2-TZVPD) results for 2 unconnected molecules or ions with the total composition C8H14OS in a non-equilibrium geometry.

## Properties
Multiplicity = 1
Lowest unoccupied orbital energy = -0.3 eV
Energy above the lowest of the compared OMol25 structures with the same formula, charge and spin = 67.02 kcal per mole
Structure (SMILES) = CC(C)=C=O.CC(C)C=S
HOMO level = -8.503 eV
Charge = 0

Element x y z (Å)
C (2.40097, 1.28463, 0.11889)
C (-0.93872, 0.04005, -1.32714)
C (-2.11023, 1.57864, 0.18329)
C (-3.12257, -0.76807, -0.10014)
C (1.76568, -0.64620, 1.42849)
C (3.11562, -0.95745, -0.69255)
C (-1.77149, 0.10305, -0.06699)
C (2.35938, 0.00469, 0.22801)
O (2.33492, 2.42672, 0.16882)
S (-1.29194, -1.01024, -2.56107)
H (0.01348, 0.68262, -1.35732)
H (-1.02754, 2.11802, 0.02680)
H (-2.36556, 1.80165, 1.19108)
H (-2.70355, 2.05536, -0.50166)
H (-3.41702, -0.75738, 0.95221)
H (-3.88254, -0.28201, -0.77706)
H (-2.88275, -1.78825, -0.34350)
H (0.58506, -0.70590, 1.20837)
H (2.26901, -1.54063, 1.75582)
H (1.91097, 0.00323, 2.21867)
H (2.47364, -1.42809, -1.35496)
H (3.90961, -0.34983, -1.21826)
H (3.55023, -1.72419, -0.06205)
H (-1.17466, -0.14040, 0.88223)

5.
DFT (ωB97M-V/def2-TZVPD) results for 2 unconnected molecules or ions with the total composition C8H14P2 in a non-equilibrium geometry.

## Properties
Multiplicity = 1
Lowest unoccupied orbital energy = 0.2 eV
Energy above the lowest of the compared OMol25 structures with the same formula, charge and spin = 46.39 kcal per mole
HOMO level = -7.914 eV
Charge = 0

Element x y z (Å)
C (3.26231, -1.01083, 0.04481)
C (1.56942, 0.99863, -0.03200)
C (0.84111, -0.13462, 0.06232)
C (1.23420, 2.42593, -0.01931)
C (-1.64390, 0.72228, -1.06115)
C (-1.62652, -0.16910, 1.45709)
C (-1.45753, -1.85579, -0.33860)
C (-1.39272, -0.39240, 0.01636)
P (3.41012, 0.65347, -0.09010)
P (1.60410, -1.71206, 0.25363)
H (4.04947, -1.66889, 0.22333)
H (2.13661, 2.90345, -0.32552)
H (0.84433, 2.57430, 1.05252)
H (0.48088, 2.72391, -0.77716)
H (-2.64965, 1.21453, -0.85099)
H (-0.87647, 1.37678, -0.80545)
H (-1.57446, 0.14135, -1.98462)
H (-1.40837, -1.08323, 2.05230)
H (-2.67724, 0.05413, 1.64931)
H (-1.10299, 0.67167, 2.03461)
H (-2.51778, -2.16040, -0.59033)
H (-1.11849, -2.35598, 0.56401)
H (-0.91064, -1.99576, -1.31907)
H (1.52419, -1.92138, -1.21600)

6.
DFT (ωB97M-V/def2-TZVPD) results for 3 unconnected molecules or ions with the total composition C8H14S in a non-equilibrium geometry.

## Properties
Multiplicity = 1
Lowest unoccupied orbital energy (alpha / beta) = -0.1 / -0.1 eV
Energy above the lowest of the compared OMol25 structures with the same formula, charge and spin = 139.07 kcal per mole
HOMO level (alpha / beta) = -7.830 / -7.845 eV
Charge = 0

Element x y z (Å)
C (-0.86192, -1.67875, 1.08990)
C (-1.63031, -0.79738, 1.45462)
C (-3.98778, 0.88444, -0.22557)
C (-1.96590, 2.59370, -0.48549)
C (2.19226, -0.50570, 0.43771)
C (2.09198, -0.73659, -0.89635)
C (3.09572, -1.23224, 1.38000)
C (1.27399, 0.04816, -1.92267)
S (-2.66299, 1.24090, -1.20661)
H (-0.24237, -2.50389, 0.93917)
H (-2.23584, 0.04255, 1.60835)
H (-4.43570, 1.70043, 0.45361)
H (-4.62994, -0.03183, -0.26580)
H (-2.16765, 2.96431, 0.46823)
H (-1.40104, 3.24520, -1.08296)
H (1.69721, 0.22079, 1.00576)
H (2.45679, -1.70024, -1.11652)
H (2.57443, -2.01465, 2.03669)
H (3.56022, -0.59198, 2.12051)
H (3.77437, -1.70628, 0.81089)
H (0.70541, -0.67453, -2.41737)
H (2.06212, 0.33537, -2.59351)
H (0.73695, 0.89823, -1.59260)

7.
DFT (ωB97M-V/def2-TZVPD) results for a molecular structure, C8H15BeNOP in a non-equilibrium geometry.

## Properties
Multiplicity = 1
Lowest unoccupied orbital energy = 2.4 eV
HOMO level = -0.608 eV
Charge = -1

Element x y z (Å)
C (0.31627, 0.51204, -2.33359)
C (0.04322, 0.08349, -3.59630)
C (-0.30496, -1.25191, -3.91586)
C (-0.43248, -2.30147, -2.97329)
C (-0.33851, -2.11737, -1.63406)
Be (-0.11318, -0.55809, -1.14939)
P (0.15161, 3.46841, -0.49411)
H (0.70698, 1.51758, -2.15159)
H (0.09667, 0.77837, -4.45207)
H (-0.44886, -1.50106, -4.97273)
H (-0.41089, -2.95718, -0.93759)
H (-0.62095, -3.30142, -3.39044)
H (-1.04557, 3.38149, 0.27912)
H (0.15032, 4.88571, -0.62831)
H (1.04801, 3.44190, 0.61752)
C (-1.26972, -0.33085, 2.81157)
N (0.16668, -0.30272, 2.50563)
C (1.14386, -0.43817, 3.58087)
C (0.54610, -0.21806, 1.24676)
O (-0.34056, -0.15479, 0.32169)
H (-1.34523, -0.44154, 3.89613)
H (-1.75158, -1.17714, 2.30313)
H (-1.73290, 0.60900, 2.48608)
H (1.77654, -1.32467, 3.42448)
H (1.79559, 0.44555, 3.62293)
H (0.59066, -0.53588, 4.51773)
H (1.62287, -0.21122, 1.01572)

8.
DFT (ωB97M-V/def2-TZVPD) results for 2 unconnected molecules or ions with the total composition C8H15ClIN3O in a non-equilibrium geometry.

## Properties
Multiplicity = 1
Lowest unoccupied orbital energy = -9.6 eV
Energy above the lowest of the compared OMol25 structures with the same formula, charge and spin = 48.95 kcal per mole
HOMO level = -15.784 eV
Charge = +2

Element x y z (Å)
C (4.94970, 1.18641, -1.08928)
C (3.85398, 1.69604, -0.43353)
C (-0.92542, 0.46759, 1.15173)
C (-2.42241, 1.67372, 2.30081)
C (-1.90723, -0.77300, -1.87557)
C (-0.78632, -2.69176, -0.74613)
C (2.53668, 1.16569, -0.40150)
C (-1.57239, -1.30644, -0.47081)
N (-2.19933, 0.85137, 1.28162)
N (-1.38523, 2.05754, 3.03339)
N (-0.63147, -0.42905, 0.30756)
O (0.50633, -2.52834, -0.21757)
Cl (-4.04818, 2.07454, 2.73742)
I (1.88053, -0.19476, -1.71956)
H (5.94274, 1.65626, -0.90638)
H (4.90707, 0.17499, -1.72740)
H (3.97879, 2.44325, 0.22501)
H (-1.04172, -0.79295, -2.53724)
H (-2.11458, 0.29153, -1.88823)
H (-2.85281, -1.33982, -2.24718)
H (-1.39858, -3.50102, -0.32193)
H (-0.73425, -2.81168, -1.80540)
H (1.80111, 1.78902, 0.10857)
H (-2.58887, -1.51846, 0.01105)
H (-2.84053, 0.27970, 0.72042)
H (-0.70345, 1.46229, 2.55398)
H (-1.39462, 2.82963, 3.73132)
H (0.31399, -0.85132, 0.17980)
H (0.87651, -3.36097, 0.04504)

9.
DFT (ωB97M-V/def2-TZVPD) results for 2 unconnected molecules or ions with the total composition C8H15ClN3S in a non-equilibrium geometry.

## Properties
Multiplicity = 1
Lowest unoccupied orbital energy = -4.1 eV
Energy above the lowest of the compared OMol25 structures with the same formula, charge and spin = 23.02 kcal per mole
HOMO level = -12.108 eV
Charge = +1

Element x y z (Å)
C (0.72069, 3.08443, -0.25398)
N (-0.63513, 2.64383, -0.53599)
C (-1.48809, 3.53082, -1.37296)
C (-1.08447, 1.56592, 0.13236)
Cl (-2.33886, 0.66852, -0.60856)
H (0.98315, 3.86823, -0.96121)
H (0.76815, 3.46056, 0.77200)
H (1.37801, 2.21902, -0.36947)
H (-0.86294, 4.34505, -1.77233)
H (-1.93138, 3.00055, -2.22996)
H (-2.30408, 4.00452, -0.79573)
H (-1.15152, 1.64098, 1.26103)
C (-0.36006, -0.95208, 2.17736)
C (0.30579, -2.30039, 1.92266)
N (0.43931, -2.29812, 0.47515)
C (1.18417, -3.22188, -0.35245)
C (1.06330, -2.65022, -1.77872)
S (0.40217, -0.94956, -1.72221)
C (0.07507, -1.09579, -0.02410)
N (-0.39047, -0.26985, 0.87340)
H (-1.36752, -1.09486, 2.58965)
H (0.23503, -0.34566, 2.87124)
H (1.29005, -2.36105, 2.40904)
H (-0.30218, -3.14918, 2.26124)
H (2.23683, -3.28595, -0.03086)
H (0.77015, -4.23493, -0.28033)
H (2.03693, -2.59337, -2.29265)
H (0.32789, -3.22953, -2.36361)

10.
DFT (ωB97M-V/def2-TZVPD) results for 2 unconnected molecules or ions with the total composition C8H15IN3S in a non-equilibrium geometry.

## Properties
Multiplicity = 1
Lowest unoccupied orbital energy = -4.1 eV
Energy above the lowest of the compared OMol25 structures with the same formula, charge and spin = 35.26 kcal per mole
HOMO level = -11.768 eV
Charge = +1

Element x y z (Å)
C (-0.36961, 1.03610, -0.95891)
C (-1.07133, 2.07112, -1.33157)
C (1.35901, -1.13092, -0.37847)
C (0.44156, -2.05250, 0.23357)
C (3.15832, -0.68975, 2.22442)
C (-3.68592, -0.61975, -1.99452)
C (1.96168, 0.26348, 1.89402)
C (1.56096, 0.16843, 0.35288)
N (0.27374, 0.98854, 0.24059)
N (-3.39558, 0.29842, -1.12691)
N (-2.13777, 2.66005, -1.70077)
S (2.13420, -1.38582, -1.74708)
I (-3.69402, 0.05554, 0.88528)
H (-0.24709, 0.33050, -1.71505)
H (-0.40981, -1.40294, 0.56480)
H (0.82932, -2.44252, 1.25334)
H (0.16035, -2.86149, -0.41200)
H (3.96572, -0.54741, 1.52649)
H (3.50223, -0.54003, 3.31902)
H (2.84880, -1.66152, 1.96550)
H (-3.72899, -0.31054, -2.99024)
H (0.28563, 1.73983, 0.90243)
H (-4.24664, -1.45921, -1.61436)
H (2.18996, 1.22356, 2.10969)
H (1.13395, -0.08880, 2.43485)
H (2.41967, 0.69546, -0.16656)
H (-2.25555, 3.58178, -2.18090)
H (-2.98277, 2.08038, -1.58955)

11.
DFT (ωB97M-V/def2-TZVPD) results for a molecular structure, C8H15IO in a non-equilibrium geometry.

## Properties
Multiplicity = 1
Lowest unoccupied orbital energy = 0.5 eV
Energy above the lowest of the compared OMol25 structures with the same formula, charge and spin = 0.00 kcal per mole
HOMO level = -9.280 eV
Charge = 0

Element x y z (Å)
C (-1.20069, -1.33113, -0.41175)
C (-1.50036, -0.23993, -1.33948)
C (-0.36290, -0.88394, 0.84561)
C (-0.22353, 0.34902, -1.80420)
C (1.06097, -0.41102, 0.33876)
C (0.71738, 0.71621, -0.64167)
C (1.83777, -0.00637, 1.58893)
C (0.19500, 1.98692, -0.02740)
O (1.59573, -1.48868, -0.30001)
I (2.52236, 1.54334, -1.62660)
H (-2.07814, -1.78634, -0.06425)
H (-0.52528, -2.07144, -0.92691)
H (-2.08961, -0.56861, -2.22966)
H (-2.24044, 0.48562, -0.93767)
H (-0.60566, -0.01845, 1.31361)
H (-0.29199, -1.82480, 1.49277)
H (0.13250, -0.44315, -2.43191)
H (-0.26415, 1.23607, -2.44816)
H (2.86567, 0.11236, 1.19444)
H (1.69943, -0.77305, 2.29906)
H (1.53642, 0.97111, 1.99432)
H (0.88568, 2.40237, 0.59161)
H (-0.79187, 1.94385, 0.40852)
H (-0.15422, 2.63296, -0.80265)
H (1.64709, -1.31103, -1.31254)

12.
DFT (ωB97M-V/def2-TZVPD) results for a molecular structure, C8H15N in a non-equilibrium geometry.

## Properties
Multiplicity = 1
Lowest unoccupied orbital energy = 1.0 eV
Energy above the lowest of the compared OMol25 structures with the same formula, charge and spin = 141.19 kcal per mole
HOMO level = -8.638 eV
Charge = 0

Element x y z (Å)
C (0.83475, -1.06783, -2.25635)
C (1.17427, 0.06029, -1.11795)
C (0.34284, -0.28985, 0.19631)
C (0.48130, -1.86992, 0.38480)
C (-1.02781, 0.27134, -0.22482)
C (-1.07799, 1.63369, 0.05369)
C (-0.23292, 1.69636, 1.39042)
C (-0.37607, 0.65204, 2.52084)
H (1.34544, -1.95037, -2.16438)
H (-0.41168, -1.51566, -2.06329)
H (1.00988, -0.62676, -3.32036)
H (0.28280, 0.93741, -1.58196)
H (2.26546, 0.52627, -0.83201)
H (-0.02898, -2.03609, 1.34535)
H (-0.06737, -2.26284, -0.52302)
H (1.52845, -2.24316, 0.55436)
H (-1.13045, 0.04084, -1.33875)
H (-1.56306, -0.44656, 0.36397)
H (-2.18915, 1.79271, 0.19288)
H (-0.78544, 2.50543, -0.55377)
H (0.14897, 2.64011, 1.62763)
H (-1.04587, 0.00443, 2.34925)
H (-0.15566, 0.98596, 3.56905)
N (0.67831, 0.56213, 1.42812)

E: -12614.9117 -12612.0538 -20491.5985 -21402.6440 -27095.6438 -19351.4287 -21764.4961 -35658.8423 -36358.5898 -31934.5442 -18686.4074 -10023.2526 (eV)